# 1
Density functional theory data (ωB97M-V/def2-TZVPD) for a structure of composition C4H6O2.

Highest occupied orbital energy (eV): -9.1
Energy relative to the best compared isomer or geometry (same formula, charge and spin) (eV): 2.8774

```
! RIJCOSX wB97M-V def2-TZVPD def2/J DEFGRID3
* xyz 0 1
O 0.27 -1.51 -1.09
C 0.11 -0.44 -0.24
C -1.11 -0.07 0.54
C -0.47 0.92 -0.40
O 0.64 1.57 0.21
C 1.32 0.30 0.33
H -0.44 -2.14 -0.95
H -2.05 -0.44 0.17
H -1.06 0.08 1.62
H -1.00 1.41 -1.21
H 1.62 0.08 1.36
H 2.18 0.25 -0.34
*
```

Atomic partial charges in e from the Mulliken method, atoms 1 to 6: -0.537 0.499 -0.794 -0.093 -0.405 -0.378

# 2
Density functional theory data (ωB97M-V/def2-TZVPD) for a cluster of 12 separate species, C48H132N12O12 in total in a non-equilibrium geometry.

Highest occupied orbital energy (eV): -8.3
Energy relative to the best compared isomer or geometry (same formula, charge and spin) (eV): 4.8116
SMILES string: COC[C@H](C)N.COC[C@H](C)N.COC[C@H](C)N.COC[C@H](C)N.COC[C@H](C)N.COC[C@H](C)N.COC[C@H](C)N.COC[C@H](C)N.COC[C@H](C)N.COC[C@H](C)N.COC[C@H](C)N.COC[C@H](C)N

```
! RIJCOSX wB97M-V def2-TZVPD def2/J DEFGRID3
* xyz 0 1
C -2.78 6.75 5.30
O -3.59 5.72 5.79
C -3.20 4.44 5.47
C -3.36 4.03 4.05
C -4.78 3.96 3.51
N -2.65 2.83 3.57
H -2.48 6.82 4.25
H -1.83 6.60 5.81
H -3.16 7.70 5.69
H -2.15 4.24 5.67
H -3.83 3.81 6.10
H -2.82 4.73 3.40
H -5.29 4.93 3.57
H -5.40 3.25 4.06
H -4.85 3.65 2.47
H -2.86 2.76 2.58
H -3.22 2.05 3.87
C 0.00 -5.74 -3.03
O -0.42 -5.28 -1.73
C -1.80 -5.47 -1.47
C -2.17 -4.94 -0.06
C -3.49 -5.32 0.52
N -1.97 -3.50 0.03
H -0.29 -6.76 -3.29
H 1.07 -5.69 -2.84
H -0.21 -5.16 -3.93
H -2.33 -4.88 -2.23
H -2.12 -6.48 -1.71
H -1.43 -5.40 0.59
H -3.53 -4.98 1.55
H -3.49 -6.41 0.56
H -4.40 -4.88 0.10
H -2.51 -3.00 -0.67
H -1.03 -3.32 -0.28
C 3.12 2.19 0.99
O 3.53 2.26 2.32
C 4.66 1.51 2.67
C 5.02 1.71 4.21
C 5.30 3.18 4.58
N 6.06 0.78 4.59
H 3.77 2.72 0.29
H 2.14 2.67 0.95
H 3.05 1.17 0.60
H 4.51 0.46 2.39
H 5.51 1.75 2.02
H 4.13 1.36 4.72
H 5.71 3.25 5.59
H 4.38 3.75 4.55
H 6.02 3.73 3.98
H 6.44 1.06 5.48
H 6.81 0.96 3.93
C -2.82 5.29 -0.33
O -3.79 6.29 -0.11
C -5.08 5.99 -0.54
C -5.91 7.28 -0.41
C -6.36 7.60 1.02
N -7.15 7.36 -1.21
H -2.58 5.14 -1.39
H -3.16 4.35 0.10
H -1.91 5.51 0.21
H -5.10 5.80 -1.61
H -5.57 5.18 0.01
H -5.37 8.15 -0.77
H -6.77 8.61 1.15
H -5.52 7.41 1.69
H -7.23 6.96 1.20
H -6.91 7.69 -2.14
H -7.76 8.07 -0.82
C -1.97 2.71 -3.16
O -2.66 3.86 -3.71
C -1.79 4.82 -4.36
C -2.64 5.88 -5.02
C -1.79 6.78 -5.96
N -3.49 6.56 -4.11
H -1.41 3.00 -2.27
H -1.39 2.23 -3.95
H -2.66 1.94 -2.81
H -1.07 5.33 -3.72
H -1.18 4.31 -5.10
H -3.30 5.32 -5.69
H -0.99 7.22 -5.37
H -2.43 7.57 -6.34
H -1.37 6.10 -6.70
H -2.89 7.06 -3.47
H -3.99 5.93 -3.49
C -8.16 1.19 1.02
O -7.21 0.15 1.11
C -5.88 0.46 0.71
C -5.36 -0.62 -0.26
C -5.13 -2.06 0.25
N -4.14 -0.14 -0.90
H -7.85 2.04 1.62
H -9.11 0.81 1.40
H -8.36 1.44 -0.02
H -5.86 1.38 0.13
H -5.26 0.58 1.60
H -6.08 -0.60 -1.08
H -4.50 -1.99 1.14
H -4.70 -2.76 -0.46
H -6.08 -2.50 0.54
H -3.73 -0.74 -1.60
H -3.40 -0.14 -0.21
C 1.35 -2.21 5.88
O 0.97 -0.88 5.60
C 1.40 -0.50 4.28
C 0.65 0.77 3.69
C 0.79 2.11 4.44
N -0.73 0.37 3.68
H 2.43 -2.32 5.78
H 0.83 -2.80 5.13
H 1.11 -2.51 6.90
H 2.47 -0.38 4.13
H 1.16 -1.28 3.55
H 1.00 0.90 2.67
H 1.81 2.44 4.61
H 0.19 2.09 5.35
H 0.23 2.80 3.80
H -0.81 -0.20 4.50
H -1.23 1.21 3.93
C 4.85 0.99 -2.30
O 3.41 1.14 -1.98
C 2.69 1.47 -3.21
C 2.63 2.89 -3.62
C 2.10 3.80 -2.56
N 1.87 2.98 -4.83
H 5.38 1.89 -2.64
H 5.02 0.19 -3.02
H 5.34 0.79 -1.35
H 2.99 0.80 -4.02
H 1.74 1.12 -2.81
H 3.62 3.26 -3.87
H 2.04 4.78 -3.02
H 2.73 3.90 -1.67
H 1.08 3.57 -2.27
H 2.13 2.17 -5.37
H 2.25 3.70 -5.42
C 2.22 -5.40 2.44
O 2.46 -6.71 1.96
C 2.31 -6.79 0.55
C 2.64 -8.16 0.00
C 2.39 -8.31 -1.53
N 1.91 -9.23 0.65
H 2.86 -4.70 1.91
H 2.42 -5.32 3.51
H 1.17 -5.15 2.28
H 1.29 -6.50 0.28
H 2.94 -6.13 -0.04
H 3.71 -8.26 0.15
H 1.34 -8.44 -1.79
H 2.92 -9.20 -1.87
H 2.78 -7.45 -2.08
H 1.95 -9.13 1.65
H 0.91 -9.26 0.55
C 3.39 -3.51 -3.07
O 2.04 -3.23 -3.22
C 1.83 -1.92 -3.69
C 0.31 -1.75 -4.05
C 0.00 -0.35 -4.51
N -0.51 -2.21 -2.98
H 3.43 -4.54 -2.72
H 3.75 -3.06 -2.14
H 4.12 -3.32 -3.85
H 2.20 -1.15 -3.01
H 2.37 -1.80 -4.63
H 0.09 -2.38 -4.90
H 0.77 0.20 -5.06
H -0.34 0.27 -3.68
H -0.83 -0.38 -5.21
H -0.22 -3.12 -2.67
H -0.24 -1.65 -2.19
C 1.47 -2.89 0.12
O 0.37 -2.01 -0.31
C 0.45 -0.65 0.11
C -0.98 0.02 -0.05
C -0.98 1.47 0.22
N -1.93 -0.55 0.93
H 2.49 -2.53 -0.06
H 1.40 -3.84 -0.40
H 1.33 -3.14 1.18
H 0.68 -0.57 1.18
H 1.22 -0.17 -0.49
H -1.24 -0.28 -1.07
H -1.91 1.92 -0.13
H -0.23 1.93 -0.42
H -0.74 1.72 1.26
H -2.08 -1.54 0.81
H -1.48 -0.43 1.83
C 5.75 -2.94 0.12
O 5.54 -4.19 -0.37
C 6.71 -4.71 -1.00
C 6.65 -6.21 -1.35
C 6.42 -7.16 -0.21
N 7.92 -6.73 -1.87
H 6.47 -2.85 0.94
H 4.85 -2.53 0.59
H 5.91 -2.17 -0.64
H 6.80 -4.28 -2.00
H 7.55 -4.55 -0.32
H 5.86 -6.38 -2.08
H 7.18 -6.92 0.54
H 6.49 -8.22 -0.45
H 5.43 -7.06 0.22
H 8.07 -6.23 -2.73
H 7.77 -7.70 -2.12
*
```

Atomic partial charges in e from the Mulliken method, atoms 1 to 6: -0.754 -0.350 -0.827 0.831 -1.473 -0.271

# 3
Density functional theory data (ωB97M-V/def2-TZVPD) for an isolated molecule of C4H6O2 in a non-equilibrium geometry.

Highest occupied orbital energy (eV): -10.0
Energy relative to the best compared isomer or geometry (same formula, charge and spin) (eV): 2.5319
SMILES string: O=CC[C@H]1CO1

```
! RIJCOSX wB97M-V def2-TZVPD def2/J DEFGRID3
* xyz 0 1
O 1.00 -2.08 -0.27
C -0.05 -1.83 0.28
C -0.54 -0.44 0.61
C 0.41 0.62 0.18
C 0.23 1.38 -1.05
O 0.06 1.97 0.27
H -0.73 -2.65 0.60
H -0.69 -0.38 1.70
H -1.52 -0.30 0.15
H 1.43 0.54 0.53
H 1.14 1.65 -1.64
H -0.76 1.59 -1.32
*
```

Atomic partial charges in e from the Mulliken method, atoms 1 to 6: -0.470 0.042 -0.550 0.134 -0.495 -0.462